Computed, not measured: a cluster of 17 separate species, C27H75IO23P3 in total in a non-equilibrium geometry, with ωB97M-V with the def2-TZVPD basis set.

Structure (ORCA input):
```
! RIJCOSX wB97M-V def2-TZVPD def2/J DEFGRID3
* xyz -1 1
C 2.19359 -4.84283 1.42395
O 2.03394 -6.23491 1.26942
C 0.67806 -6.64535 1.21451
C 0.07867 -6.50328 -0.17428
C -1.42721 -6.76450 -0.20551
C -2.29482 -5.91100 0.73048
C -2.00293 -4.40070 0.65802
C -3.27763 -3.53635 0.77267
C -3.10446 -2.26917 1.61967
C -2.36162 -1.10137 0.96560
C -2.77878 -0.56230 -0.41425
C -2.12202 -1.46745 -1.53615
O -1.13392 -0.86013 -2.35214
C 0.16588 -1.03858 -1.98188
C 0.94959 -1.91872 -2.72067
C 2.28061 -2.11940 -2.37442
C 2.84762 -1.44131 -1.29923
C 2.07360 -0.52637 -0.58740
C 0.73961 -0.32754 -0.92707
O -2.18189 0.69757 -0.53790
P -3.13643 2.06163 -1.01574
I -2.63940 1.82690 -3.68814
C -1.57462 3.07041 -0.80974
C -1.74289 4.57369 -0.99585
C -1.26631 5.19332 -2.32426
C 0.21057 5.01791 -2.59837
C 0.76465 3.79663 -2.99487
C 2.12467 3.64891 -3.21814
C 2.97465 4.74166 -3.08573
C 2.44239 5.96707 -2.70479
C 1.08036 6.10057 -2.46862
O -4.41619 0.93045 -1.34622
C -4.28975 -0.29197 -0.66182
P -5.34041 0.02178 0.83548
O -4.67024 0.67070 1.99632
P -5.19407 -1.56607 -1.74084
O -5.32855 -0.60320 -3.01196
O -6.74995 -1.53456 -1.11731
H 1.68474 -4.44865 2.30575
H 3.26375 -4.66187 1.53384
H 1.86678 -4.25468 0.56148
H 0.67261 -7.69514 1.51166
H 0.11180 -6.06117 1.94875
H 0.54449 -7.26552 -0.80336
H 0.29968 -5.52613 -0.60384
H -1.59699 -7.81204 0.06876
H -1.79932 -6.65968 -1.22670
H -3.33164 -6.07107 0.42829
H -2.17136 -6.25987 1.75820
H -1.54255 -4.22349 -0.31606
H -1.27518 -4.10082 1.41501
H -4.05647 -4.14664 1.23899
H -3.61480 -3.31135 -0.24096
H -2.49687 -2.56430 2.48163
H -4.05885 -1.95792 2.04361
H -2.40660 -0.25071 1.64614
H -1.31211 -1.38961 0.90132
H -1.66329 -2.32598 -1.04838
H -2.87039 -1.84171 -2.23303
H 0.52834 -2.44958 -3.56293
H 2.89197 -2.80879 -2.94372
H 3.87932 -1.59930 -1.00731
H 2.48986 0.02774 0.23997
H 0.13130 0.38902 -0.38838
H -3.59998 2.31115 0.31132
H -3.97152 3.12414 -1.45980
H -1.27606 2.87765 0.21814
H -0.81831 2.63570 -1.44658
H -1.22481 5.09681 -0.18847
H -2.80664 4.81356 -0.87025
H -1.86560 4.85587 -3.17048
H -1.44040 6.27138 -2.24805
H 0.13152 2.93241 -3.13191
H 2.48616 2.66676 -3.48306
H 4.03346 4.62685 -3.28131
H 3.10657 6.81397 -2.59886
H 0.69813 7.07367 -2.18262
H -6.38535 0.78644 0.32036
H -5.88745 -1.21118 1.26594
H -5.82940 -1.01654 -3.73182
H -6.77572 -2.25915 -0.48087
O 0.70623 -2.34932 2.81878
H 0.62610 -1.81709 2.01903
H 0.30669 -1.81297 3.51791
O -1.77492 2.69995 2.71535
H -2.68746 3.00088 2.64303
H -1.69848 2.07752 1.98232
O -8.51246 0.20344 1.65883
H -9.43159 0.47773 1.58935
H -8.39372 -0.42011 0.93305
O 4.26181 1.10019 -2.91144
H 5.21351 1.00307 -3.00238
H 3.95375 0.24377 -2.58464
O 4.30984 8.03621 -0.76224
H 5.27079 8.05176 -0.76671
H 4.06309 8.92621 -0.47368
O 4.35788 10.82681 0.42072
H 5.32610 10.85648 0.41044
H 4.09072 11.70552 0.70154
O 4.48324 0.45542 1.32846
H 5.37401 0.34627 0.97517
H 4.38835 1.39946 1.48851
O 6.30916 -1.63991 -0.02233
H 7.14463 -1.85440 -0.44725
H 6.16738 -2.38403 0.56970
O -0.16100 -1.33813 5.46255
H -0.98846 -0.95082 5.76820
H 0.16972 -1.85124 6.20789
O -6.10416 -0.00140 -5.68568
H -5.15178 0.05507 -5.83258
H -6.27518 0.73984 -5.09212
O 5.92585 9.81478 -2.34360
H 6.45678 9.96817 -3.13104
H 5.03870 9.60711 -2.65740
O 4.61451 -6.21228 3.54734
H 4.89754 -5.29684 3.63163
H 3.95455 -6.19665 2.84303
O 7.60174 -4.12956 0.25804
H 6.99057 -4.81906 -0.02312
H 8.42814 -4.59264 0.42391
O -0.11112 -4.05814 6.46329
H -0.51639 -4.05697 5.58552
H -0.20840 -4.96002 6.78592
O 7.34012 10.83187 -0.16280
H 6.97642 10.20810 -0.81259
H 8.11432 10.39883 0.20734
O -2.94347 -3.43595 7.14891
H -2.02161 -3.58746 6.89476
H -3.22922 -4.25183 7.56783
*
```

Values from the calculation:
* LUMO level: 1.460 eV
* HOMO energy: -4.6 eV
* molar mass: 987.70 u
* DFT total energy: -112278.6583 eV
* gap between HOMO and LUMO: 0.22326 Ha